Below is a cluster of 11 separate species, C55H124F12N7O20S4 in total at a distorted geometry, with properties calculated with ωB97M-V with the def2-TZVPD basis set.

The geometry in XYZ format:
```
222
Properties=species:S:1:pos:R:3:forces:R:3:mulliken_charge:R:1
C 0.404 -4.714 -6.604 -0.2 0.2 -0.6 -0.7496
O 1.823 -4.616 -6.497 0.4 0.3 0.6 -0.3768
C 2.525 -4.822 -7.695 -0.9 -0.6 -0.8 -0.5759
C 3.806 -3.993 -7.742 0.1 0.4 1.8 -0.5009
N 3.659 -2.860 -6.728 -0.1 0.8 -0.3 -0.1373
H 2.711 -2.464 -6.747 -0.1 0.0 -0.2 0.3836
H 3.770 -3.256 -5.796 -0.3 -0.2 0.0 0.4209
C 4.623 -1.695 -6.805 0.5 0.1 0.6 -0.7058
C 4.002 -0.468 -6.161 -3.1 -0.4 1.0 -0.6483
O 2.686 -0.423 -6.727 -0.1 0.0 -1.0 -0.1045
C 1.648 0.299 -6.038 0.7 -0.8 0.6 -0.7713
H 0.104 -5.590 -7.183 0.1 0.1 -0.1 0.3570
H 0.071 -3.791 -7.087 -0.4 -0.2 -0.1 0.3318
H -0.068 -4.799 -5.630 0.4 0.1 0.2 0.2207
H 1.959 -4.553 -8.595 -0.4 0.2 0.3 0.3933
H 2.678 -5.900 -7.790 0.6 0.1 -0.2 0.4563
H 3.971 -3.534 -8.709 0.3 -0.2 -0.1 0.2830
H 4.644 -4.543 -7.320 0.3 -0.1 -0.7 0.4041
H 4.903 -1.468 -7.828 0.2 -0.5 -0.1 0.3040
H 5.422 -2.009 -6.136 0.7 0.2 -0.7 0.4210
H 4.409 0.542 -6.229 1.0 -0.4 -0.3 0.4032
H 3.838 -0.679 -5.095 0.4 0.1 0.2 0.3782
H 0.770 0.323 -6.677 0.2 0.3 -0.2 0.3974
H 2.026 1.272 -5.726 -0.3 0.2 -0.1 0.1540
H 1.353 -0.281 -5.162 0.0 0.2 0.2 0.2502
C -1.856 -0.323 5.973 0.6 -0.2 -0.2 -0.4974
O -2.757 0.586 5.350 -0.5 -0.4 0.5 -0.3672
C -2.241 1.913 5.311 0.0 -1.1 -0.2 -0.1077
C -3.441 2.792 5.007 2.1 0.6 -0.6 -1.2543
N -4.524 2.608 6.009 0.9 1.0 0.2 0.1219
H -5.322 3.104 5.621 -0.5 -0.6 0.2 0.4327
H -4.654 1.606 6.180 -0.5 -0.1 -0.5 0.5233
C -4.273 3.148 7.409 -0.8 -0.9 -0.1 -0.6292
C -5.517 2.811 8.235 0.0 0.5 -0.4 -0.5888
O -5.943 1.479 8.085 0.4 0.2 0.2 -0.2797
C -6.954 1.219 9.057 0.1 -1.0 0.5 -0.7924
H -1.644 0.040 6.980 0.2 -0.1 0.1 0.4653
H -0.940 -0.426 5.381 0.2 0.4 0.1 -0.1888
H -2.201 -1.356 6.013 -0.8 0.3 -0.1 0.3941
H -1.480 1.915 4.525 -0.1 0.8 -0.1 0.0741
H -1.728 2.163 6.246 -0.2 0.1 0.1 0.5897
H -3.745 2.592 3.980 -0.7 -0.4 0.3 0.1949
H -3.081 3.822 4.947 -0.3 0.1 0.5 0.5768
H -4.153 4.228 7.450 0.3 0.0 -0.5 0.3354
H -3.391 2.632 7.779 0.0 0.1 0.0 0.3516
H -6.365 3.423 7.899 0.2 0.4 0.2 0.4273
H -5.247 3.100 9.256 -0.3 -0.2 0.2 0.4231
H -6.489 1.108 10.041 -0.1 0.5 0.1 0.3225
H -7.400 0.240 8.885 0.1 0.1 -0.5 0.2604
H -7.745 1.970 9.063 0.1 0.1 0.0 0.3241
C -3.834 -0.229 2.137 0.4 0.1 0.6 0.0925
O -4.018 0.308 0.826 -0.5 -0.5 0.3 -0.4641
C -3.643 -0.609 -0.198 0.1 0.2 0.1 0.5712
C -4.774 -0.706 -1.201 -0.1 0.6 0.2 -1.5793
N -6.038 -1.264 -0.557 0.2 -0.4 -1.3 -0.0237
H -6.463 -0.567 0.056 0.5 -0.3 0.7 0.5171
H -6.744 -1.345 -1.296 0.0 -0.2 -0.1 0.4919
C -5.867 -2.663 -0.030 -0.6 -0.5 0.4 -0.2243
C -7.214 -3.195 0.428 0.3 1.0 1.0 -0.9905
O -8.115 -3.095 -0.643 -0.1 -0.1 0.0 -0.3845
C -9.431 -2.645 -0.306 0.6 0.5 -0.2 -0.6726
H -2.782 -0.277 2.429 0.1 -0.2 -0.3 -0.0675
H -4.244 -1.235 2.247 0.0 0.0 -0.1 -0.0090
H -4.282 0.426 2.884 -0.3 0.1 -0.3 -0.0287
H -3.404 -1.621 0.146 -0.1 0.1 0.5 0.4416
H -2.724 -0.221 -0.632 -0.2 -0.1 -0.6 0.0854
H -4.465 -1.286 -2.066 -0.3 -0.3 0.1 0.4219
H -5.090 0.273 -1.557 0.3 0.1 -0.1 0.4245
H -5.198 -2.657 0.827 0.3 -0.2 -0.3 0.2839
H -5.514 -3.242 -0.881 0.4 0.0 0.1 0.2905
H -7.417 -2.562 1.309 -0.9 0.3 -0.3 0.4092
H -7.178 -4.165 0.927 0.3 -0.4 -0.7 0.5331
H -9.738 -3.047 0.657 -0.3 -0.1 -0.1 0.3201
H -10.097 -2.901 -1.125 0.0 -0.4 0.2 0.2646
H -9.406 -1.549 -0.272 -0.2 0.0 0.3 0.2684
C 2.825 0.184 -11.361 0.0 -0.2 -0.3 -0.7942
O 3.143 0.227 -9.967 0.0 0.7 -0.6 -0.2245
C 4.378 0.887 -9.771 -0.1 -0.8 1.1 -0.1767
C 4.369 2.395 -9.989 0.6 0.1 -0.4 -0.9539
N 3.094 3.001 -9.476 -0.5 0.7 -1.0 -0.0746
H 2.538 3.321 -10.273 0.0 -0.3 -0.1 0.4442
H 2.519 2.260 -9.055 0.1 0.1 0.4 0.3656
C 3.234 4.248 -8.616 2.1 -1.0 0.1 -0.7930
C 1.916 4.763 -8.165 0.1 0.5 1.5 -0.5531
O 1.374 3.792 -7.295 -0.6 -0.9 -1.1 -0.2867
C 1.176 4.168 -5.942 -0.5 -0.2 -0.1 -0.6855
H 2.555 1.163 -11.768 0.0 0.1 0.1 0.2455
H 1.981 -0.479 -11.534 0.0 0.0 0.3 0.2545
H 3.682 -0.195 -11.924 0.0 0.0 0.0 0.3824
H 5.161 0.381 -10.342 0.1 0.4 -0.3 0.5995
H 4.610 0.694 -8.720 0.0 0.1 0.0 -0.0647
H 4.544 2.658 -11.032 -0.6 0.1 -0.1 0.3371
H 5.221 2.849 -9.484 -0.2 -0.1 0.3 0.4375
H 3.887 4.935 -9.158 -0.5 0.2 -0.4 0.4334
H 3.892 3.885 -7.823 -0.4 0.3 0.5 0.4432
H 1.312 5.057 -9.031 -0.5 -0.4 0.2 0.3272
H 2.031 5.658 -7.545 0.4 0.3 -0.5 0.4632
H 2.137 4.246 -5.428 -0.1 0.4 0.1 0.4046
H 0.592 3.381 -5.463 0.2 -0.2 -0.1 -0.0407
H 0.536 5.053 -5.903 0.4 0.3 0.2 0.4742
C -4.106 5.046 -5.405 -0.4 0.7 1.1 -1.4577
C -4.352 5.326 -3.905 0.3 1.0 -0.3 -0.8347
C -3.112 5.008 -3.073 0.4 0.4 0.6 -0.6253
N -3.355 4.303 -1.765 -0.6 -2.1 -0.6 0.5335
C -1.976 3.903 -1.167 -1.1 1.4 0.1 -0.3998
C -1.368 5.154 -0.520 1.2 -1.1 -0.3 -0.5812
C -2.306 5.748 0.486 -0.6 0.5 0.6 -0.4340
C -3.547 6.294 -0.194 -0.5 -1.5 -0.4 -0.7520
C -4.256 5.094 -0.856 0.0 0.9 -0.5 -0.8208
C -4.092 2.986 -2.045 0.8 0.5 -0.5 -1.7833
H -4.001 3.968 -5.502 0.0 0.1 -0.7 0.3732
H -3.241 5.612 -5.753 0.3 -0.4 0.1 0.3093
H -4.923 5.516 -5.952 -0.2 -0.7 -0.2 0.4382
H -5.266 4.859 -3.544 0.2 -0.4 -0.1 0.4303
H -4.564 6.393 -3.797 0.0 0.0 0.0 0.4918
H -2.547 5.885 -2.757 -0.3 0.3 -0.3 0.6645
H -2.361 4.437 -3.622 -0.4 -0.5 0.0 0.4288
H -1.361 3.486 -1.962 -0.2 -0.1 -0.1 0.1306
H -2.242 3.117 -0.462 0.4 0.1 0.3 -0.0113
H -1.006 5.879 -1.256 -0.5 0.1 -0.2 0.4164
H -0.404 4.829 -0.118 -0.3 0.0 0.6 0.3894
H -1.873 6.540 1.093 0.4 -0.3 0.0 0.5216
H -2.699 4.964 1.143 0.5 0.0 0.3 -0.0086
H -3.277 7.049 -0.932 -0.3 0.2 0.1 0.3739
H -4.285 6.631 0.533 0.2 0.6 0.0 0.4536
H -5.101 5.400 -1.476 0.2 0.2 -0.2 0.3979
H -4.745 4.414 -0.157 0.7 -0.1 0.4 0.5012
H -5.139 3.152 -2.283 0.0 0.2 0.1 0.5816
H -3.998 2.335 -1.181 0.0 0.1 0.0 0.7455
H -3.590 2.556 -2.910 -0.1 -0.4 0.1 0.3828
C 1.757 -2.278 6.662 -0.4 0.1 -0.4 -1.4299
C 2.827 -3.233 6.181 2.2 0.5 1.0 0.0377
C 2.530 -4.656 6.543 0.1 -1.5 0.3 -0.8160
N 3.521 -5.676 5.978 1.4 1.2 -0.5 0.2907
C 3.219 -7.049 6.531 -1.1 -0.2 0.3 -0.5798
C 3.676 -7.192 7.955 0.2 -0.6 1.4 -0.6370
C 5.138 -6.869 8.190 0.4 1.2 -0.1 -0.7214
C 5.463 -5.448 7.695 -0.3 -0.3 0.4 -0.9798
C 4.969 -5.222 6.264 0.4 -0.3 0.4 -0.2724
C 3.422 -5.716 4.474 -1.5 -1.2 0.5 -1.0033
H 1.372 -2.500 7.660 0.0 -0.6 -0.1 0.5348
H 0.935 -2.314 5.944 -0.2 0.5 0.3 0.1059
H 2.170 -1.280 6.813 -0.1 0.1 -0.6 0.4543
H 3.753 -2.897 6.675 -0.2 -0.4 0.7 0.1545
H 3.306 -3.121 5.200 -1.3 0.2 -0.6 0.3497
H 1.551 -5.015 6.215 0.0 0.2 -0.3 0.4241
H 2.550 -4.882 7.609 0.0 0.6 0.1 0.4520
H 2.130 -7.128 6.477 0.0 0.0 0.1 0.3648
H 3.541 -7.890 5.917 0.7 0.6 -0.4 0.4396
H 3.018 -6.645 8.637 0.3 0.5 -0.2 0.3697
H 3.562 -8.184 8.403 -0.4 -0.4 -0.9 0.4020
H 5.353 -6.924 9.257 0.0 -0.1 0.0 0.4360
H 5.820 -7.563 7.694 -0.2 -0.2 -0.1 0.3056
H 5.070 -4.711 8.402 -0.5 0.0 -0.2 0.3148
H 6.534 -5.265 7.785 0.1 -0.1 -0.6 0.4546
H 5.057 -4.175 5.988 -0.1 -0.1 -0.3 0.0989
H 5.565 -5.796 5.555 0.1 -0.1 0.1 0.4336
H 3.872 -6.674 4.226 0.3 0.3 -0.6 0.4638
H 3.782 -4.863 3.908 0.5 0.1 0.5 0.1124
H 2.347 -5.824 4.302 0.1 0.0 -0.4 0.5868
C 2.812 2.898 -2.314 -0.3 0.5 0.4 -1.4649
C 3.088 2.064 -1.051 0.4 0.1 -0.7 -0.3835
C 1.820 1.709 -0.328 -1.1 -1.6 0.6 0.0834
N 1.941 0.603 0.725 0.8 -1.0 -1.1 1.3334
C 0.561 0.153 1.156 -0.7 1.0 0.2 0.7145
C 0.562 -0.840 2.306 -0.9 -0.3 -0.6 0.5194
C 1.509 -0.469 3.407 -0.4 0.4 1.6 0.7048
C 2.883 0.023 3.044 -0.1 0.2 -1.0 -0.7610
C 2.873 1.001 1.858 0.0 -0.4 0.0 -0.7271
C 2.504 -0.641 0.053 -0.4 -0.2 1.5 -1.0111
H 2.353 3.857 -2.059 0.2 0.1 0.0 0.3900
H 2.107 2.437 -3.010 0.1 -0.4 0.1 0.2071
H 3.755 3.090 -2.823 0.0 0.1 -0.1 0.5037
H 3.820 2.563 -0.417 -0.2 0.2 0.1 0.3651
H 3.592 1.178 -1.438 -0.1 -0.2 0.3 0.2453
H 1.133 1.171 -0.990 -0.1 0.7 -0.5 -0.3180
H 1.272 2.506 0.178 0.3 0.3 -0.1 0.2691
H -0.039 1.039 1.384 0.6 0.3 0.6 0.0675
H 0.009 -0.199 0.290 0.6 -0.5 -0.2 -0.4871
H -0.474 -0.846 2.660 0.1 0.1 0.3 -0.7311
H 0.627 -1.889 2.002 0.6 0.1 -0.4 0.2144
H 1.029 0.316 4.005 0.0 0.0 0.0 -0.0662
H 1.634 -1.317 4.082 -0.1 0.0 0.0 -0.6311
H 3.323 0.583 3.866 0.2 -0.2 0.1 0.7733
H 3.529 -0.829 2.825 0.2 0.2 0.1 -0.2028
H 2.591 2.022 2.109 0.0 -0.1 0.2 0.2600
H 3.881 0.941 1.446 0.0 0.5 -0.2 0.5018
H 1.792 -1.040 -0.664 0.1 0.4 -0.3 -0.1044
H 2.505 -1.347 0.882 0.4 -0.3 -0.3 0.5795
H 3.516 -0.515 -0.310 -0.1 0.2 -0.1 0.4061
C -0.885 -1.479 -2.765 -0.2 2.1 -1.9 0.2928
F -0.639 -0.919 -1.579 0.1 -0.9 0.8 -0.4296
F 0.262 -1.967 -3.257 0.1 -0.2 0.3 -0.1447
F -1.787 -2.435 -2.720 0.0 -0.4 0.7 -0.1564
S -1.521 -0.049 -3.818 0.1 0.1 0.0 0.7810
O -0.509 1.012 -3.653 -0.7 -0.8 0.0 -0.3947
O -1.630 -0.618 -5.137 0.4 0.0 -0.3 -0.7367
O -2.812 0.220 -3.194 0.4 0.3 0.2 -0.3726
C -1.229 -4.754 1.614 -1.1 0.4 1.6 0.5067
F -0.193 -4.975 2.423 0.6 -0.3 0.2 -0.1995
F -0.812 -3.878 0.702 -0.2 0.3 -0.6 -0.1583
F -1.571 -5.889 1.026 0.0 -0.1 -0.3 -0.2465
S -2.627 -4.090 2.756 -0.2 0.3 1.2 1.0813
O -3.771 -3.834 1.887 0.2 -0.3 -0.5 -0.6898
O -2.823 -5.114 3.771 0.4 0.3 -1.3 -0.6674
O -2.077 -2.850 3.299 0.4 -0.1 -0.5 -0.5782
C 1.659 4.493 4.223 -2.4 0.3 -0.6 0.4618
F 1.329 3.756 5.288 0.3 -0.6 0.2 -0.2333
F 1.960 5.694 4.662 0.4 0.6 0.0 -0.2072
F 2.676 3.963 3.580 0.8 -0.3 0.0 -0.2296
S 0.142 4.561 3.059 1.1 0.2 0.0 0.9934
O 0.391 5.727 2.225 0.0 -0.7 0.0 -0.7183
O 0.242 3.254 2.382 -0.3 0.5 0.1 -0.6251
O -1.000 4.704 3.938 -0.3 -0.4 0.2 -0.6407
C 7.609 -1.975 5.165 -1.0 1.2 -1.6 0.5606
F 7.599 -3.285 5.435 0.5 0.2 0.4 -0.2184
F 7.179 -1.266 6.217 0.1 -0.6 0.2 -0.2320
F 8.826 -1.532 4.854 0.1 -0.6 0.3 -0.2147
S 6.464 -1.644 3.691 -0.5 0.4 -0.8 1.2039
O 7.154 -2.123 2.502 0.1 0.3 0.8 -0.7066
O 5.273 -2.457 3.979 0.0 0.0 0.6 -0.6939
O 6.220 -0.202 3.755 0.3 -1.0 0.0 -0.6754
```
Forces are in eV/Å.

## Properties
charge = +3
orbital gap = 6.66 eV
electronic energy = -186349.5011 eV
HOMO = -0.4447 Ha
spin multiplicity = 1